--- i ---
11 unconnected molecules or ions with the total composition C29H80O11, computed with wB97M-V/def2-TZVPD.

```
! RIJCOSX wB97M-V def2-TZVPD def2/J DEFGRID3
* xyz 0 1
C -2.99 -4.21 4.19
C -2.96 -3.39 2.93
C -4.36 -3.15 2.40
O -2.49 -2.25 2.89
H -3.33 -3.60 5.11
H -1.99 -4.56 4.35
H -3.69 -5.02 3.96
H -2.49 -3.99 2.20
H -4.80 -2.37 3.01
H -5.05 -4.04 2.46
H -4.41 -2.80 1.38
H -2.48 -1.93 1.95
C -4.65 -0.71 -0.47
C -3.39 -0.35 0.16
C -3.70 0.25 1.50
O -2.65 -1.29 0.44
H -4.41 -1.36 -1.37
H -5.28 0.18 -0.80
H -5.29 -1.29 0.19
H -2.88 0.34 -0.50
H -4.46 1.03 1.34
H -2.86 0.67 2.07
H -4.16 -0.46 2.23
H -2.58 -1.86 -0.36
C 0.83 -2.51 5.06
C 0.80 -1.80 3.72
C 0.72 -2.86 2.57
O -0.08 -0.98 3.64
H 0.72 -1.92 5.99
H 1.86 -2.96 5.17
H 0.08 -3.24 4.98
H 1.76 -1.29 3.71
H -0.21 -3.39 2.63
H 1.51 -3.58 2.45
H 0.69 -2.21 1.70
H -0.91 -1.41 3.69
C -0.37 1.89 -5.10
C -1.30 1.18 -4.07
C -0.85 -0.21 -3.69
O -1.55 1.78 -3.03
H -0.16 1.26 -5.94
H 0.58 2.09 -4.57
H -0.86 2.83 -5.49
H -2.21 1.08 -4.65
H -0.87 -0.88 -4.52
H -1.53 -0.63 -2.99
H 0.14 -0.17 -3.28
H -2.47 1.72 -2.80
C -0.27 -3.19 -2.80
C -1.43 -3.67 -1.94
C -0.93 -3.61 -0.48
O -2.39 -2.88 -1.99
H 0.57 -3.80 -2.71
H 0.14 -2.23 -2.49
H -0.59 -3.07 -3.83
H -1.69 -4.69 -2.18
H -1.67 -3.95 0.20
H -0.62 -2.55 -0.19
H -0.03 -4.17 -0.39
H -2.84 -3.02 -2.87
C 0.72 3.56 -1.26
C 0.75 5.06 -1.10
C 2.20 5.62 -0.97
O 0.11 5.69 -1.98
H 1.55 3.16 -0.72
H 0.72 3.25 -2.36
H -0.22 3.33 -0.73
H 0.37 5.37 -0.13
H 2.63 5.90 -1.94
H 2.83 4.86 -0.51
H 2.27 6.49 -0.37
H 0.45 5.42 -2.80
C 3.18 0.97 -2.78
C 3.81 2.31 -3.17
C 3.92 2.45 -4.71
O 3.42 3.43 -2.68
H 3.70 0.23 -3.25
H 2.18 0.87 -3.19
H 3.21 0.84 -1.74
H 4.84 2.34 -2.82
H 4.35 1.63 -5.26
H 4.62 3.21 -4.88
H 2.96 2.80 -5.12
H 4.14 3.72 -2.12
C -2.16 3.76 3.66
C -0.87 3.81 2.93
C -0.51 2.42 2.45
O -0.95 4.61 1.99
H -2.98 3.48 2.96
H -2.41 4.66 4.24
H -2.11 3.02 4.42
H -0.08 4.07 3.63
H -0.35 1.79 3.32
H 0.36 2.34 1.95
H -1.32 2.01 1.95
H -1.60 4.31 1.40
C 3.75 -2.23 1.32
C 3.80 -2.62 -0.15
C 2.53 -2.12 -0.86
O 4.75 -2.16 -0.74
H 2.88 -1.65 1.70
H 4.67 -1.73 1.64
H 3.67 -3.10 1.97
H 4.00 -3.65 -0.24
H 1.63 -2.42 -0.32
H 2.40 -2.40 -1.91
H 2.54 -1.06 -0.76
H 5.03 -1.26 -0.45
C 0.21 0.17 -0.59
O -0.08 -0.05 0.74
H 0.94 0.95 -0.85
H -0.76 0.43 -1.02
H 0.59 -0.66 -1.07
H -0.92 -0.52 0.82
C 3.19 1.27 1.17
O 2.23 0.79 2.08
H 4.03 1.49 1.81
H 2.87 2.11 0.57
H 3.54 0.44 0.45
H 1.50 0.41 1.58
*
```

## Properties
* structure (SMILES): CC(C)O.CC(C)O.CC(C)O.CC(C)O.CC(C)O.CC(C)O.CC(C)O.CC(C)O.CC(C)O.CO.CO

--- ii ---
A molecular structure, C29H80O11, computed with wB97M-V/def2-TZVPD.

```
! RIJCOSX wB97M-V def2-TZVPD def2/J DEFGRID3
* xyz 0 1
C 8.91 15.19 7.40
C 9.78 16.42 7.21
O 9.65 16.90 5.93
H 9.38 14.42 6.78
H 7.86 15.27 7.13
H 8.96 14.75 8.40
H 10.82 16.11 7.26
H 9.66 17.23 7.93
H 8.77 17.26 5.80
C 6.29 17.88 0.72
C 5.84 16.59 1.58
O 5.56 15.44 0.80
H 5.40 18.34 0.31
H 7.00 17.71 -0.10
H 6.63 18.65 1.41
H 4.95 16.73 2.19
H 6.61 16.34 2.31
H 6.32 15.23 0.25
C 5.59 15.76 4.59
C 4.84 17.10 4.47
O 5.70 18.16 4.88
H 5.30 15.04 3.82
H 5.25 15.40 5.56
H 6.68 15.88 4.57
H 3.83 16.98 4.87
H 4.55 17.27 3.43
H 5.38 19.02 4.59
C 8.45 18.76 3.79
C 8.25 17.30 4.22
O 7.79 17.38 5.63
H 9.01 18.88 2.86
H 8.96 19.27 4.60
H 7.48 19.25 3.71
H 9.22 16.80 4.20
H 7.62 16.68 3.58
H 6.91 17.78 5.61
C 7.44 20.85 -0.53
C 7.36 21.43 0.89
C 8.45 20.83 1.84
O 7.68 22.85 0.87
H 7.41 21.52 -1.39
H 6.54 20.26 -0.69
H 8.28 20.16 -0.58
H 6.38 21.26 1.33
H 8.59 21.40 2.76
H 9.43 20.97 1.39
H 8.33 19.77 2.06
H 8.48 23.07 0.39
C 10.23 13.91 0.95
C 10.69 14.60 2.27
C 9.80 15.81 2.57
O 10.55 13.67 3.33
H 11.04 13.25 0.62
H 10.06 14.66 0.18
H 9.39 13.22 0.93
H 11.73 14.93 2.27
H 8.89 15.54 3.11
H 9.46 16.35 1.69
H 10.35 16.60 3.09
H 10.73 14.11 4.17
C 11.60 20.58 4.40
C 11.96 19.18 4.81
C 11.01 18.06 4.45
O 13.15 18.87 4.05
H 12.53 21.15 4.35
H 11.00 21.05 5.18
H 11.20 20.71 3.40
H 12.24 19.22 5.87
H 11.36 17.04 4.59
H 10.83 18.19 3.38
H 9.96 18.13 4.73
H 13.94 18.81 4.60
C 4.72 16.26 8.44
C 6.09 16.81 8.12
C 6.17 17.50 6.78
O 6.41 17.72 9.11
H 4.88 15.38 9.07
H 4.23 15.88 7.55
H 4.17 17.09 8.88
H 6.75 15.94 8.01
H 7.20 17.83 6.65
H 5.45 18.31 6.80
H 5.97 16.80 5.96
H 5.91 18.54 9.10
C 12.68 17.24 2.03
C 12.10 18.45 1.45
C 10.59 18.47 1.20
O 12.33 19.64 2.25
H 13.74 17.15 1.79
H 12.27 16.35 1.55
H 12.52 17.24 3.11
H 12.64 18.56 0.50
H 10.21 19.46 0.95
H 10.01 18.23 2.09
H 10.26 17.73 0.47
H 12.44 19.28 3.14
C 11.62 14.17 6.26
C 11.79 15.25 5.20
C 12.69 14.87 4.02
O 10.53 15.47 4.62
H 11.19 14.71 7.10
H 12.59 13.84 6.63
H 11.03 13.33 5.88
H 12.12 16.20 5.62
H 12.66 15.72 3.35
H 12.30 13.97 3.55
H 13.74 14.66 4.21
H 10.07 16.22 5.00
C 7.95 22.69 4.09
C 7.01 21.42 4.14
C 6.70 21.14 5.61
O 5.83 21.81 3.50
H 8.86 22.53 4.68
H 7.43 23.52 4.56
H 8.22 23.24 3.18
H 7.41 20.55 3.61
H 7.35 20.32 5.91
H 5.66 20.89 5.83
H 6.80 22.10 6.10
H 6.10 22.41 2.81
*
```

Q: Which of them is the least stable? A: ii.

--- i ---
CH3I2O2P in the gas phase, computed with wB97M-V/def2-TZVPD.

```
! RIJCOSX wB97M-V def2-TZVPD def2/J DEFGRID3
* xyz 0 1
C -1.14 0.77 -0.05
O -1.06 -0.55 -0.40
P 0.94 -1.19 0.03
O 1.11 -2.61 -0.07
I 1.48 -0.17 2.12
I 2.00 0.16 -1.67
H -0.08 1.17 0.19
H -1.78 1.16 0.80
H -1.48 1.26 -0.95
*
```

## Properties
* structure (SMILES): COP(=O)(I)I

--- ii ---
A molecular structure, CH3I2O2P, computed with wB97M-V/def2-TZVPD.

```
! RIJCOSX wB97M-V def2-TZVPD def2/J DEFGRID3
* xyz 0 1
C -1.89 -2.06 1.83
O 0.43 -2.57 0.47
O -0.73 -0.33 0.00
P -0.66 -1.61 0.70
I 1.02 -0.50 3.08
I 2.79 -2.48 2.81
H -2.44 -2.51 1.03
H -1.40 -2.75 2.44
H -2.27 -1.17 2.27
*
```

Q: Which of them is the least stable? A: i.

--- i ---
3 unconnected molecules or ions with the total composition CH9N3O2, computed with wB97M-V/def2-TZVPD.

```
! RIJCOSX wB97M-V def2-TZVPD def2/J DEFGRID3
* xyz 0 1
N 0.31 -0.63 -0.27
C -0.15 0.22 -1.19
N -1.35 0.95 -0.91
N 0.36 0.22 -2.58
H -0.51 -0.76 0.41
H -2.17 0.65 -0.36
H -1.72 1.27 -1.79
H 0.02 0.98 -3.14
H 0.34 -0.73 -3.05
O -0.85 0.06 2.70
H -0.98 -0.38 3.51
H -0.16 -0.53 2.32
O 2.15 -0.55 1.77
H 1.62 -0.26 0.96
H 3.09 -0.52 1.62
*
```

## Properties
* structure (SMILES): N=C(N)N.O.O

--- ii ---
2 unconnected molecules or ions with the total composition CH9N3O2, computed with wB97M-V/def2-TZVPD.

```
! RIJCOSX wB97M-V def2-TZVPD def2/J DEFGRID3
* xyz 0 1
N 1.77 0.65 0.89
N 1.75 -0.63 0.42
N 2.43 -0.73 -0.75
O 0.20 -0.99 0.13
H 1.34 1.34 0.27
H 1.38 0.69 1.82
H 2.52 -1.69 -1.04
H 2.16 -0.06 -1.48
H 0.24 -1.69 0.81
C -2.47 0.85 -0.18
O -2.40 -0.55 -0.19
H -1.90 1.29 -1.01
H -2.08 1.27 0.77
H -3.52 1.13 -0.28
H -1.42 -0.87 -0.20
*
```

## Properties
* structure (SMILES): NN(N)O.CO

Q: Which of them is the least stable? A: ii.

--- i ---
2 unconnected molecules or ions with the total composition C2H8NS, computed with wB97M-V/def2-TZVPD.

```
! RIJCOSX wB97M-V def2-TZVPD def2/J DEFGRID3
* xyz 1 1
S 1.20 0.48 2.28
H 0.05 1.04 2.66
H 0.69 -0.76 2.53
C 0.34 0.75 -1.35
C -1.01 -0.85 -0.07
N -0.06 -0.57 -0.88
H -0.16 0.94 -2.29
H 1.42 0.83 -1.44
H -0.06 1.45 -0.61
H -1.67 -0.06 0.27
H -1.19 -1.90 0.11
H 0.46 -1.36 -1.21
*
```

--- ii ---
A gas-phase ion, C2H8NS (charge +1), computed with wB97M-V/def2-TZVPD.

```
! RIJCOSX wB97M-V def2-TZVPD def2/J DEFGRID3
* xyz 1 1
N 0.74 1.23 -0.37
C 0.12 -0.01 -0.93
C -0.84 -0.79 0.16
S -0.62 -0.23 1.87
H 0.08 1.90 0.13
H 1.61 1.69 -0.85
H 1.12 0.57 0.44
H -0.29 0.21 -1.90
H 0.90 -0.75 -1.20
H -0.78 -1.92 0.03
H -1.92 -0.49 -0.03
H -0.12 -1.39 2.65
*
```

## Properties
* structure (SMILES): [NH3+]CCS

Q: Which of them is the least stable? A: ii.

--- i ---
2 unconnected molecules or ions with the total composition CH3F2OP, computed with wB97M-V/def2-TZVPD.

```
! RIJCOSX wB97M-V def2-TZVPD def2/J DEFGRID3
* xyz 0 1
C -0.24 -1.22 -1.05
O 0.79 -1.84 -0.29
F -2.31 0.07 0.34
F 2.27 -3.17 0.73
P 0.75 -2.70 1.00
H -1.00 -1.98 -1.20
H 0.18 -0.92 -1.96
H -0.64 -0.33 -0.58
*
```

--- ii ---
CH3F2OP in the gas phase, computed with wB97M-V/def2-TZVPD.

```
! RIJCOSX wB97M-V def2-TZVPD def2/J DEFGRID3
* xyz 0 1
C 0.86 -0.34 0.82
O -0.20 -0.29 -0.09
P -0.58 0.56 -1.40
F -1.54 1.72 -0.75
F -1.74 -0.40 -1.83
H 1.30 0.67 1.16
H 1.56 -1.10 0.34
H 0.33 -0.83 1.76
*
```

## Properties
* structure (SMILES): COP(F)F

Q: Which of them is the least stable? A: i.